Entry one
Here is a 2-piece molecular cluster, C2O3S overall from OMol25. Energies are from ωB97M-V/def2-TZVPD.

Cartesian coordinates (Å):
O (-0.463, 1.749, 0.443)
C (-0.761, 1.090, -0.443)
O (-1.039, 0.573, -1.423)
O (1.706, -0.585, -0.205)
C (0.822, -1.094, 0.382)
S (-0.265, -1.732, 1.246)

Output
Multiplicity: 1
SMILES: O=C=O.O=C=S
Orbital gap in eV: 11.53
E_LUMO in eV: 0.5

***

Entry two
Here is one molecule with the formula C2O3S from OMol25. Energies are from ωB97M-V/def2-TZVPD.

Cartesian coordinates (Å):
C (-1.684, -0.618, -0.400)
C (-0.363, -0.692, -0.077)
O (3.171, 1.038, 0.468)
O (0.640, 0.151, -0.356)
O (-2.611, -0.158, 0.178)
S (2.462, -0.038, -0.205)

Output
Multiplicity: 1
Orbital gap (alpha / beta) in eV: 6.79 / 7.59
E_LUMO (alpha / beta) in eV: -2.1 / -1.5

***

Stability ranking, top entry: entry one; the second entry is 165.3 kcal/mol less favorable.

***

Entry one
Here is a 2-piece molecular cluster, CHFIPS overall from OMol25. Energies are from ωB97M-V/def2-TZVPD.

Cartesian coordinates (Å):
C (0.678, 0.542, 0.027)
F (1.476, -0.538, 0.164)
P (-0.801, 0.340, -1.046)
S (1.239, 1.982, 0.597)
I (-1.197, -2.032, -1.223)
H (-1.395, -0.295, 1.481)

Output
Multiplicity: 1
Orbital gap (alpha / beta) in eV: 7.03 / 7.75
E_LUMO (alpha / beta) in eV: -2.6 / -1.2

***

Entry two
Here is one molecule with the formula CHFIPS from OMol25. Energies are from ωB97M-V/def2-TZVPD.

Cartesian coordinates (Å):
F (0.143, -3.096, 1.023)
C (0.047, -1.951, 0.369)
S (-0.661, -2.091, -1.034)
P (0.777, -0.239, 1.104)
I (2.705, -0.265, -0.212)
H (-0.171, 0.557, 0.471)

Output
Multiplicity: 1
SMILES: FC(=S)PI
Orbital gap in eV: 8.31
E_LUMO in eV: -0.7

***

Stability ranking, top entry: entry two; the second entry is 62.5 kcal/mol less favorable.

***

Entry one
Here is a 2-piece molecular cluster, C2H3IN2O overall from OMol25. Energies are from ωB97M-V/def2-TZVPD.

Cartesian coordinates (Å):
N (-1.362, 1.058, 1.342)
C (-1.255, -0.231, 1.461)
C (-1.577, -1.433, 1.569)
O (-1.668, -2.605, 1.800)
H (-0.587, 1.686, 1.853)
N (0.525, -0.965, -0.377)
I (2.119, -0.660, 0.866)
H (0.360, -1.956, -0.248)
H (0.797, -0.685, -1.349)

Output
Multiplicity: 1
SMILES: N=C=C=O.NI
Orbital gap in eV: 7.23
E_LUMO in eV: -1.3

***

Entry two
Here is one molecule with the formula C2H3IN2O from OMol25. Energies are from ωB97M-V/def2-TZVPD.

Cartesian coordinates (Å):
C (-0.628, 0.899, -0.158)
C (-0.492, -0.652, -0.056)
N (-1.803, 1.226, -0.428)
N (-2.651, 0.421, -0.912)
O (-1.579, -1.199, -0.602)
I (-4.298, -0.069, 0.167)
H (0.209, 1.651, 0.088)
H (0.537, -0.853, -0.679)
H (-0.253, -1.029, 0.966)

Output
Multiplicity: 1
Orbital gap in eV: 8.36
E_LUMO in eV: -0.8

***

Stability ranking, top entry: entry one; the second entry is 12.1 kcal/mol less favorable.

***

Entry one
Here is an isolated ion of composition H4NO2SSi and charge -1 from OMol25. Energies are from ωB97M-V/def2-TZVPD.

Cartesian coordinates (Å):
N (-0.242, -2.260, 0.153)
O (-0.073, 0.571, 0.463)
O (-0.531, -1.151, 2.392)
Si (0.326, 1.424, -0.786)
S (0.291, -1.227, 1.175)
H (-1.187, -2.582, 0.341)
H (-0.276, 0.953, -2.055)
H (-0.096, 2.831, -0.627)
H (1.788, 1.441, -1.055)

Output
Multiplicity: 1
Orbital gap in eV: 8.47
Charge: -1
E_LUMO in eV: 3.9

***

Entry two
Here is H4NO2SSi as an isolated structure from OMol25. Energies are from ωB97M-V/def2-TZVPD.

Cartesian coordinates (Å):
N (1.979, 0.193, -1.205)
O (-0.591, 1.315, -0.988)
O (3.438, -0.167, 0.771)
Si (-0.973, 0.648, 0.328)
S (2.475, 0.746, 0.156)
H (1.130, 0.654, -1.472)
H (-1.546, 1.446, 1.588)
H (-1.383, -0.775, 0.241)
H (0.636, 0.358, 1.033)

Output
Multiplicity: 1
Orbital gap in eV: 8.07
Charge: -1
E_LUMO in eV: 3.7

***

Stability ranking, top entry: entry one; the second entry is 27.2 kcal/mol less favorable.

***

Entry one
Here is a 2-piece molecular cluster, CH4ClNP2 overall from OMol25. Energies are from ωB97M-V/def2-TZVPD.

Cartesian coordinates (Å):
C (0.456, 1.903, 0.604)
N (0.760, -0.590, -0.451)
P (-0.304, 0.381, -0.061)
P (-0.573, -2.710, -1.414)
Cl (-2.331, -2.588, -0.361)
H (0.305, 1.908, 1.596)
H (1.446, 2.032, 0.481)
H (-0.111, 2.740, 0.091)
H (0.354, -3.077, -0.485)

Output
Multiplicity: 1
Orbital gap (alpha / beta) in eV: 7.93 / 6.79
E_LUMO (alpha / beta) in eV: -0.9 / -1.3

***

Entry two
Here is one molecule with the formula CH4ClNP2 from OMol25. Energies are from ωB97M-V/def2-TZVPD.

Cartesian coordinates (Å):
C (0.836, -0.057, -1.165)
N (-0.703, -1.844, 0.679)
P (-1.719, 0.951, 0.468)
P (-0.063, -0.458, 0.434)
Cl (-1.872, 0.947, 2.464)
H (1.331, -0.907, -1.553)
H (1.646, 0.718, -1.274)
H (-0.079, 0.380, -1.587)
H (0.623, 0.270, 1.534)

Output
Multiplicity: 1
Orbital gap (alpha / beta) in eV: 7.37 / 7.53
E_LUMO (alpha / beta) in eV: -2.0 / -1.4

***

Stability ranking, top entry: entry one; the second entry is 11.0 kcal/mol less favorable.

***

Entry one
Here is a 2-piece molecular cluster, C2H4INO overall from OMol25. Energies are from ωB97M-V/def2-TZVPD.

Cartesian coordinates (Å):
C (-0.074, 1.106, 0.446)
C (0.298, -0.371, 0.287)
N (-1.919, 1.730, -0.614)
O (1.734, -0.544, 0.487)
I (1.156, 2.476, 1.345)
H (-0.047, -0.664, -0.761)
H (-0.271, -1.106, 0.988)
H (-2.276, 0.827, -0.859)
H (1.903, -0.790, 1.410)

Output
Multiplicity: 1
Orbital gap (alpha / beta) in eV: 6.53 / 6.69
E_LUMO (alpha / beta) in eV: -1.6 / -1.6

***

Entry two
Here is a 2-piece molecular cluster, C2H4INO overall from OMol25. Energies are from ωB97M-V/def2-TZVPD.

Cartesian coordinates (Å):
C (-1.200, 0.250, -0.214)
C (0.008, -0.737, -0.262)
N (-1.466, 2.948, -0.198)
O (-0.026, -1.704, -1.260)
I (-2.614, -0.471, -1.538)
H (-0.080, -1.339, 0.678)
H (0.999, -0.167, -0.190)
H (-1.507, 3.282, 0.829)
H (0.326, -1.281, -2.023)

Output
Multiplicity: 1
Orbital gap (alpha / beta) in eV: 7.76 / 7.79
E_LUMO (alpha / beta) in eV: -0.9 / -1.0

***

Entry three
Here is C2H4INO as an isolated structure from OMol25. Energies are from ωB97M-V/def2-TZVPD.

Cartesian coordinates (Å):
C (-2.937, -1.126, 3.015)
C (-1.658, 0.883, -0.668)
N (-3.591, -0.299, 3.432)
O (-2.534, 0.406, 0.017)
I (-1.895, -2.589, 2.103)
H (-0.967, 1.438, -0.074)
H (-1.558, 0.892, -1.710)
H (7.499, -0.067, -3.352)
H (7.641, 0.462, -2.764)

Output
Multiplicity: 1
Orbital gap in eV: 10.20
E_LUMO in eV: -0.1

***

Stability ranking, top entry: entry three; the second entry is 113.7 kcal/mol less favorable.

***

Entry one
Here is one molecule with the formula C2H4INO from OMol25. Energies are from ωB97M-V/def2-TZVPD.

Cartesian coordinates (Å):
H (0.628, 1.395, 1.747)
N (0.241, 0.941, 0.962)
C (1.040, 0.360, 0.257)
I (3.145, 0.425, 0.067)
O (0.274, -0.666, -0.819)
C (-1.103, -0.677, -0.569)
H (-1.252, -0.805, 0.435)
H (-1.454, -1.306, -1.437)
H (-1.519, 0.332, -0.643)

Output
Multiplicity: 1
SMILES: [H]/N=C(\I)OC
Orbital gap in eV: 9.91
E_LUMO in eV: -0.1

***

Entry two
Here is a 2-piece molecular cluster, C2H4INO overall from OMol25. Energies are from ωB97M-V/def2-TZVPD.

Cartesian coordinates (Å):
C (1.026, -0.169, -0.368)
C (-1.227, -0.009, 0.903)
N (1.941, -0.839, 0.007)
O (-1.364, 1.213, 0.388)
I (0.689, 0.951, -2.205)
H (-0.748, -0.213, 1.947)
H (-1.700, -0.857, 0.413)
H (2.591, -1.300, -0.501)
H (-1.208, 1.223, -0.586)

Output
Multiplicity: 1
Orbital gap (alpha / beta) in eV: 8.07 / 6.64
E_LUMO (alpha / beta) in eV: 0.2 / -0.9

***

Stability ranking, top entry: entry one; the second entry is 44.4 kcal/mol less favorable.

***

Entry one
Here is C2H4N2S2 as an isolated structure from OMol25. Energies are from ωB97M-V/def2-TZVPD.

Cartesian coordinates (Å):
C (-1.246, 0.664, 0.457)
C (0.513, -0.763, -0.804)
N (-0.031, 0.671, 1.066)
N (0.901, 0.085, 0.432)
S (2.529, 0.063, 0.930)
S (-1.289, -0.482, -0.959)
H (-1.923, 0.301, 1.361)
H (-1.378, 1.698, 0.097)
H (1.194, -0.408, -1.914)
H (0.731, -1.829, -0.665)

Output
Multiplicity: 1
Orbital gap (alpha / beta) in eV: 8.06 / 8.06
E_LUMO (alpha / beta) in eV: -0.6 / -0.6

***

Entry two
Here is one molecule with the formula C2H4N2S2 from OMol25. Energies are from ωB97M-V/def2-TZVPD.

Cartesian coordinates (Å):
H (1.946, -2.155, -0.342)
N (1.475, -1.817, 0.486)
C (0.679, -0.886, 0.187)
N (0.050, -0.205, 1.209)
S (-0.567, 1.312, 0.907)
C (-1.134, 0.749, -0.718)
S (0.142, -0.315, -1.434)
H (0.273, -0.514, 2.123)
H (-1.335, 1.589, -1.389)
H (-2.030, 0.102, -0.633)

Output
Multiplicity: 1
SMILES: [H]/N=C1/NSCS1
Orbital gap in eV: 8.79
E_LUMO in eV: 0.5

***

Entry three
Here is a 2-piece molecular cluster, C2H4N2S2 overall from OMol25. Energies are from ωB97M-V/def2-TZVPD.

Cartesian coordinates (Å):
C (-0.748, 1.632, -0.751)
N (0.417, 1.196, -0.659)
N (1.254, 0.339, -0.625)
S (2.510, -0.059, -1.475)
H (-1.007, 2.526, -0.217)
H (-1.509, 0.990, -1.081)
C (-0.163, -1.594, 1.187)
S (-1.391, -2.073, 2.061)
H (0.024, -2.009, 0.090)
H (0.613, -0.949, 1.470)

Output
Multiplicity: 1
SMILES: C=NN=S.C=S
Orbital gap in eV: 7.86
E_LUMO in eV: -0.5

***

Stability ranking, top entry: entry two; the second entry is 61.6 kcal/mol less favorable.

***

Entry one
Here is C2H4N2S2 as an isolated structure from OMol25. Energies are from ωB97M-V/def2-TZVPD.

Cartesian coordinates (Å):
C (-0.594, -0.712, -0.103)
C (-0.907, 0.845, 0.058)
N (0.719, -0.999, 0.478)
N (1.430, 0.021, 0.570)
S (3.350, -0.557, -0.497)
S (0.806, 1.480, 0.243)
H (-1.444, -1.312, 0.346)
H (-0.402, -0.930, -1.278)
H (-1.430, 1.044, -0.799)
H (-1.527, 1.119, 0.983)

Output
Multiplicity: 1
Orbital gap (alpha / beta) in eV: 7.24 / 7.25
E_LUMO (alpha / beta) in eV: -1.5 / -1.4

***

Entry two
Here is a 2-piece molecular cluster, C2H4N2S2 overall from OMol25. Energies are from ωB97M-V/def2-TZVPD.

Cartesian coordinates (Å):
C (0.352, 0.564, -0.968)
C (0.052, -0.010, 0.457)
H (-0.465, 1.568, -2.372)
H (-1.173, 1.878, -0.919)
H (0.922, 0.192, -2.766)
H (1.951, -1.203, 0.119)
N (0.022, 2.032, -0.968)
N (0.745, -0.423, -1.991)
S (0.904, -1.379, 0.921)
S (-1.468, 0.315, 0.936)

Output
Multiplicity: 1
Orbital gap in eV: 7.96
E_LUMO in eV: -1.3

***

Stability ranking, top entry: entry one; the second entry is 25.7 kcal/mol less favorable.

***

Entry one
Here is a 2-piece molecular cluster, C10H20N3 overall from OMol25. Energies are from ωB97M-V/def2-TZVPD.

Cartesian coordinates (Å):
C (-0.828, -1.037, -3.342)
C (0.739, -1.518, -1.914)
C (-1.128, -0.314, -2.047)
C (-2.324, 0.501, -1.899)
C (-1.409, -0.927, 1.559)
C (-0.079, 0.731, 2.984)
C (1.590, -0.817, 0.923)
C (1.191, 1.503, 0.254)
C (-0.546, 0.317, 1.601)
C (0.605, 0.196, 0.732)
N (0.211, -1.726, -3.229)
N (-0.209, -0.585, -1.231)
N (2.455, 1.454, -0.388)
H (-1.427, -0.946, -4.232)
H (0.904, -2.360, -1.204)
H (-2.199, 1.560, -1.485)
H (-2.958, 0.564, -2.768)
H (-2.906, -0.040, -1.120)
H (-1.546, -1.302, 0.511)
H (-2.298, -0.646, 2.061)
H (-0.984, -1.883, 2.125)
H (-0.993, 0.833, 3.652)
H (0.495, 0.040, 3.643)
H (0.372, 1.737, 3.027)
H (1.255, -1.867, 0.921)
H (2.357, -0.747, 0.159)
H (1.846, -0.762, 1.973)
H (0.554, 2.100, -0.498)
H (1.146, 2.007, 1.279)
H (-1.145, 1.216, 1.196)
H (3.074, 2.126, 0.117)
H (1.832, -1.155, -2.024)
H (2.355, 1.748, -1.335)

Output
Multiplicity: 1
Orbital gap in eV: 9.57
Charge: +1
E_LUMO in eV: -4.0

***

Entry two
Here is an isolated ion of composition C10H20N3 and charge +1 from OMol25. Energies are from ωB97M-V/def2-TZVPD.

Cartesian coordinates (Å):
C (1.791, 0.993, -1.410)
C (1.793, 0.358, -0.018)
C (3.183, -0.245, 0.225)
C (1.514, 1.346, 1.111)
N (0.851, -0.778, 0.018)
N (1.330, -1.951, 0.050)
C (0.377, -2.858, 0.000)
C (-0.838, -2.197, -0.080)
N (-0.627, -0.884, -0.083)
C (-1.734, 0.095, 0.011)
C (-2.999, -0.567, -0.560)
C (-1.486, 1.354, -0.815)
C (-1.957, 0.408, 1.492)
H (0.901, 1.572, -1.619)
H (2.644, 1.660, -1.488)
H (1.898, 0.225, -2.174)
H (3.453, -0.954, -0.551)
H (3.913, 0.559, 0.223)
H (3.232, -0.749, 1.185)
H (1.585, 0.844, 2.074)
H (2.272, 2.124, 1.085)
H (0.549, 1.831, 1.033)
H (0.588, -3.906, 0.028)
H (-1.808, -2.643, -0.135)
H (-3.403, -1.331, 0.098)
H (-3.767, 0.193, -0.668)
H (-2.812, -0.988, -1.546)
H (-0.699, 1.979, -0.411)
H (-1.266, 1.093, -1.848)
H (-2.392, 1.953, -0.814)
H (-2.811, 1.072, 1.589)
H (-2.172, -0.502, 2.049)
H (-1.099, 0.892, 1.949)

Output
Multiplicity: 1
SMILES: CC(C)(C)n1ncc[n+]1C(C)(C)C
Orbital gap in eV: 10.68
Charge: +1
E_LUMO in eV: -3.6

***

Stability ranking, top entry: entry two; the second entry is 44.5 kcal/mol less favorable.